No. 1
The following is a DFT calculation (the ωB97M-V functional and the def2-TZVPD basis) of a single C24H35N3O5S molecule in a non-equilibrium geometry.

The geometry in XYZ format:
```
68
C24H35N3O5S (the ωB97M-V functional and the def2-TZVPD basis)
C -0.95 -0.21 -5.97
C 0.09 0.77 -5.46
N 0.12 0.81 -4.00
C -0.60 1.76 -3.37
C -0.72 1.90 -2.03
C -1.56 3.05 -1.56
O -2.05 3.83 -2.36
N -1.72 3.12 -0.23
C -2.44 4.19 0.41
C -1.51 5.09 1.22
C -2.31 6.11 2.03
O -3.20 5.52 2.95
C -2.63 5.10 4.18
C -2.64 6.25 5.20
C -3.46 3.92 4.68
C -0.04 0.97 -1.14
O -0.09 1.00 0.09
C 0.74 -0.06 -1.85
C 1.44 -0.99 -1.09
C 2.16 -1.99 -1.69
S 3.10 -3.15 -0.69
O 4.18 -2.45 -0.08
O 3.42 -4.28 -1.53
N 1.97 -3.50 0.49
C 0.94 -4.42 0.06
C 1.40 -5.88 0.15
C 1.90 -6.20 1.56
C 2.39 -7.64 1.65
C 3.01 -5.21 1.92
C 2.50 -3.77 1.81
C 2.20 -2.09 -3.08
C 1.52 -1.17 -3.85
C 0.79 -0.14 -3.26
H -0.95 -0.21 -7.06
H -1.94 0.09 -5.63
H -0.75 -1.22 -5.62
H -0.14 1.78 -5.81
H 1.09 0.51 -5.83
H -1.11 2.48 -4.00
H -1.23 2.44 0.34
H -3.20 3.77 1.08
H -2.94 4.77 -0.37
H -0.82 5.61 0.56
H -0.92 4.47 1.90
H -1.62 6.80 2.54
H -2.95 6.69 1.35
H -1.60 4.77 4.03
H -3.67 6.57 5.38
H -2.21 5.92 6.14
H -2.08 7.10 4.83
H -3.42 3.10 3.96
H -4.50 4.23 4.79
H -3.08 3.57 5.64
H 1.40 -0.92 -0.01
H 0.69 -4.16 -0.97
H 0.06 -4.25 0.69
H 2.20 -6.04 -0.56
H 0.56 -6.54 -0.11
H 1.07 -6.06 2.27
H 3.22 -7.79 0.96
H 1.60 -8.33 1.41
H 2.74 -7.86 2.66
H 3.85 -5.33 1.23
H 3.37 -5.39 2.94
H 3.31 -3.06 1.97
H 1.70 -3.59 2.53
H 2.77 -2.89 -3.52
H 1.57 -1.27 -4.92
```

Properties
**Total energy**: -1874.22552 a.u.
**Relative energy (zero: lowest compared OMol25 entry of this formula, charge and spin)**: 18.3 kJ/mol
**HOMO level**: -0.32146 hartree
**Net charge**: 0
**HOMO-LUMO gap**: 0.318 Eh
**SMILES**: CCn1cc(C(=O)NCCCOC(C)C)c(=O)c2cc(S(=O)(=O)N3CCC(C)CC3)ccc21
**LUMO energy**: -0.10 eV

No. 2
The following is a DFT calculation (the ωB97M-V functional and the def2-TZVPD basis) of a molecular structure, C24H35N7O5Ru in a non-equilibrium geometry.

The geometry in XYZ format:
```
72
C24H35N7O5Ru (the ωB97M-V functional and the def2-TZVPD basis)
Ru 2.00 -0.49 -0.05
C 4.98 -1.15 0.25
C 4.92 -1.58 -1.22
N 3.62 -1.24 -1.83
C 3.68 -0.23 -2.92
C 2.56 0.79 -2.78
N 2.34 1.20 -1.37
C 3.38 2.06 -0.74
C 4.60 1.28 -0.25
N 4.20 0.06 0.49
H 4.56 -1.94 0.88
H 6.03 -1.03 0.55
H 5.73 -1.10 -1.78
H 5.11 -2.65 -1.27
H 3.18 -2.07 -2.20
H 4.64 0.27 -2.90
H 3.58 -0.71 -3.89
H 2.78 1.66 -3.40
H 1.62 0.36 -3.13
H 1.48 1.73 -1.35
H 3.70 2.84 -1.43
H 2.91 2.53 0.12
H 5.23 0.99 -1.09
H 5.19 1.94 0.38
H 4.16 0.25 1.48
O 1.83 -1.21 1.72
O 1.91 0.04 2.04
C -4.07 2.14 2.38
N -2.90 1.38 1.98
N -2.03 1.78 1.06
C -1.01 0.78 0.97
O -0.12 0.86 0.11
C -1.35 -0.21 1.93
C -2.50 0.18 2.54
C -3.27 -0.47 3.62
C -2.16 2.93 0.26
C -3.35 3.19 -0.43
C -3.46 4.34 -1.19
C -2.39 5.23 -1.26
C -1.20 4.96 -0.59
C -1.07 3.81 0.16
H -3.92 3.20 2.15
H -4.23 2.02 3.45
H -4.96 1.79 1.85
H -0.78 -1.10 2.14
H -2.85 -1.45 3.84
H -4.32 -0.59 3.35
H -3.22 0.13 4.53
H -4.17 2.48 -0.41
H -4.37 4.54 -1.73
H -2.49 6.14 -1.83
H -0.39 5.67 -0.64
H -0.17 3.61 0.72
O -4.93 -1.10 -0.32
C -4.73 -2.50 -0.30
N -3.33 -2.74 -0.56
C -2.52 -3.33 0.35
O -2.86 -3.69 1.46
C -1.06 -3.46 -0.03
C -0.38 -4.63 0.29
C 0.99 -4.69 0.06
C 1.64 -3.56 -0.39
N 0.98 -2.42 -0.67
C -0.35 -2.39 -0.53
H -5.84 -0.90 -0.54
H -5.35 -3.01 -1.04
H -4.94 -2.92 0.68
H -2.99 -2.48 -1.47
H -0.92 -5.46 0.73
H 1.55 -5.59 0.27
H 2.71 -3.56 -0.51
H -0.84 -1.46 -0.79
```

Properties
**Total energy**: -1788.79697 a.u.
**Multiplicity**: 6
**Relative energy (zero: lowest compared OMol25 entry of this formula, charge and spin)**: 50.2 kJ/mol
**HOMO level (alpha / beta)**: -0.63166 / -0.63228 hartree
**Net charge**: +3
**HOMO-LUMO gap (alpha / beta)**: 0.294 / 0.206 Eh
**LUMO energy (alpha / beta)**: -9.20 / -11.59 eV

No. 3
The following is a DFT calculation (the ωB97M-V functional and the def2-TZVPD basis) of a molecular structure, C24H36AsN2ORuS4.

The geometry in XYZ format:
```
69
C24H36AsN2ORuS4 (the ωB97M-V functional and the def2-TZVPD basis)
Ru 1.48 0.21 -0.74
S 2.66 3.77 -3.73
As 2.87 2.97 -1.77
S 3.49 0.81 -1.89
S 0.89 2.65 -0.83
S 4.18 4.00 -0.45
C 0.32 -0.13 -3.77
C -0.73 -1.22 -3.57
C -0.21 -2.43 -2.79
C -2.00 -0.63 -3.00
C -3.15 -0.68 -3.78
C -4.34 -0.08 -3.40
C -4.35 0.67 -2.24
C -3.23 0.76 -1.42
C -3.26 1.81 -0.31
C -4.34 1.55 0.74
C -3.43 3.21 -0.92
C -2.08 0.01 -1.74
N -1.00 -0.02 -0.82
C -1.32 -0.26 0.41
C -0.49 -0.10 1.54
C -0.85 -0.32 2.88
C 0.27 -0.02 3.63
C 1.29 0.36 2.71
N 0.82 0.32 1.47
C 2.70 0.77 3.07
C 2.67 2.18 3.67
C 3.60 0.78 1.84
C 3.26 -0.22 4.10
H 1.23 -0.51 -4.25
H 0.62 0.31 -2.81
H -0.06 0.70 -4.35
H -1.00 -1.58 -4.57
H 0.33 -2.16 -1.89
H 0.47 -3.01 -3.42
H -1.04 -3.09 -2.50
H -3.09 -1.20 -4.73
H -5.22 -0.15 -4.03
H -5.24 1.23 -1.98
H -2.29 1.83 0.19
H -5.34 1.56 0.28
H -4.31 2.32 1.51
H -4.21 0.58 1.22
H -4.38 3.30 -1.46
H -2.62 3.42 -1.62
H -3.40 3.97 -0.14
H -2.33 -0.61 0.63
H -1.82 -0.63 3.23
H 0.36 -0.04 4.71
H 2.28 2.89 2.94
H 3.68 2.50 3.96
H 2.03 2.21 4.56
H 3.35 1.58 1.15
H 3.56 -0.18 1.31
H 4.64 0.95 2.14
H 2.68 -0.21 5.03
H 4.29 0.06 4.35
H 3.26 -1.23 3.71
C 2.84 -3.42 1.04
C 1.58 -2.60 0.76
C 0.42 -3.54 0.43
O 1.83 -1.72 -0.29
H 2.70 -4.11 1.88
H 3.67 -2.74 1.28
H 3.12 -3.99 0.15
H 1.33 -2.07 1.68
H 0.66 -4.14 -0.45
H -0.48 -2.96 0.22
H 0.21 -4.21 1.27
```

Properties
**Total energy**: -5044.36354 a.u.
**Multiplicity**: 6
**Relative energy (zero: lowest compared OMol25 entry of this formula, charge and spin)**: 16.5 kJ/mol
**HOMO level (alpha / beta)**: -0.03100 / -0.05017 hartree
**Net charge**: -2
**HOMO-LUMO gap (alpha / beta)**: 0.191 / 0.210 Eh
**LUMO energy (alpha / beta)**: 4.36 / 4.35 eV

No. 4
The following is a DFT calculation (the ωB97M-V functional and the def2-TZVPD basis) of a molecular structure, C24H36BN6NaO5S3 in a non-equilibrium geometry.

The geometry in XYZ format:
```
76
C24H36BN6NaO5S3 (the ωB97M-V functional and the def2-TZVPD basis)
Na -0.41 -0.45 0.16
C -0.89 -1.52 3.38
C -0.54 -0.06 3.44
C -0.71 0.82 4.53
C -0.26 2.04 4.07
C -0.20 3.35 4.79
N 0.15 1.87 2.80
N -0.03 0.59 2.40
B 0.70 2.93 1.82
N 2.06 2.45 1.22
N 2.13 1.37 0.40
C 3.41 1.16 0.16
C 3.82 0.02 -0.72
C 4.20 2.12 0.83
C 3.29 2.92 1.50
C 3.56 4.10 2.39
N -0.32 3.21 0.70
N -0.83 2.20 -0.04
C -1.73 2.74 -0.85
C -2.51 1.91 -1.82
C -1.80 4.14 -0.63
C -0.89 4.39 0.37
C -0.52 5.70 0.99
H -1.16 -1.88 4.37
H -0.05 -2.11 3.01
H -1.73 -1.70 2.70
H -1.11 0.60 5.51
H -0.54 3.21 5.82
H -0.83 4.11 4.32
H 0.82 3.75 4.82
H 0.90 3.95 2.43
H 2.95 -0.59 -0.96
H 4.56 -0.61 -0.21
H 4.27 0.38 -1.65
H 5.28 2.23 0.83
H 4.63 4.30 2.42
H 3.21 3.92 3.40
H 3.05 5.00 2.02
H -2.38 0.85 -1.63
H -2.20 2.12 -2.85
H -3.58 2.14 -1.75
H -2.44 4.86 -1.13
H -1.09 6.50 0.52
H 0.55 5.91 0.87
H -0.73 5.71 2.07
O -3.14 -1.69 0.85
S -2.38 -2.33 -0.24
O -3.17 -3.28 -1.01
O -1.76 -1.30 -1.10
O -1.21 -3.08 0.44
C 2.48 -3.77 -1.10
S 0.84 -3.32 -0.34
O 1.00 -1.83 -0.47
C 0.02 -4.00 -1.78
C -0.15 -3.23 -2.92
C -0.77 -3.79 -4.03
C -1.22 -5.10 -3.99
C -1.06 -5.86 -2.83
C -0.44 -5.30 -1.73
H 2.56 -3.32 -2.09
H 2.58 -4.86 -1.16
H 3.26 -3.35 -0.44
H 0.19 -2.20 -2.91
H -0.91 -3.19 -4.92
H -1.73 -5.53 -4.85
H -1.45 -6.87 -2.79
H -0.33 -5.87 -0.80
C 0.38 1.01 -5.12
S 0.59 0.53 -3.39
C 1.52 1.95 -2.81
H -0.02 2.02 -5.18
H -0.34 0.32 -5.56
H 1.32 0.95 -5.66
H 2.50 2.01 -3.30
H 1.64 1.82 -1.73
H 0.95 2.87 -2.99
```

Properties
**Total energy**: -3022.78777 a.u.
**Relative energy (zero: lowest compared OMol25 entry of this formula, charge and spin)**: 86.0 kJ/mol
**HOMO level**: -0.07673 hartree
**Net charge**: -2
**HOMO-LUMO gap**: 0.222 Eh
**LUMO energy**: 3.97 eV

No. 5
The following is a DFT calculation (the ωB97M-V functional and the def2-TZVPD basis) of a molecular structure, C24H36BrN11O5ScSi.

The geometry in XYZ format:
```
79
C24H36BrN11O5ScSi (the ωB97M-V functional and the def2-TZVPD basis)
Sc -0.44 0.26 0.24
C -1.84 -3.07 3.76
N -2.83 -2.05 3.45
C -4.17 -2.24 3.97
C -2.54 -1.13 2.50
N -1.42 -1.06 1.86
N -3.52 -0.18 2.25
C -3.53 0.78 1.27
N -4.46 1.75 1.45
N -2.79 0.69 0.22
H -2.17 -3.61 4.65
H -0.88 -2.62 3.99
H -1.73 -3.79 2.94
H -4.12 -2.96 4.79
H -4.84 -2.64 3.21
H -4.58 -1.32 4.38
H -0.78 -1.81 2.13
H -4.25 -0.10 2.94
H -4.90 1.88 2.35
H -4.42 2.57 0.87
H -3.04 1.43 -0.44
C 0.78 0.45 4.00
C 1.76 0.58 2.87
C 3.06 0.99 3.10
C 3.92 1.14 2.01
C 3.46 0.87 0.75
C 2.13 0.43 0.56
N 1.31 0.29 1.64
N 1.55 0.12 -0.61
Si 2.51 -0.13 -2.04
C 1.38 -0.98 -3.33
C 3.17 1.51 -2.76
C 3.97 -1.31 -1.64
H 0.91 -0.50 4.52
H -0.24 0.51 3.62
H 0.93 1.25 4.73
H 3.40 1.20 4.10
H 4.93 1.49 2.16
H 4.09 1.01 -0.11
H 0.89 -0.26 -3.97
H 0.60 -1.58 -2.87
H 1.96 -1.63 -3.97
H 2.37 2.19 -3.04
H 3.77 1.33 -3.66
H 3.81 2.03 -2.05
H 3.89 -1.72 -0.64
H 4.92 -0.79 -1.68
H 4.04 -2.13 -2.34
O 1.08 -5.81 -2.26
C 0.78 -4.72 -1.56
C 1.66 -4.08 -0.67
C 1.24 -2.94 -0.03
N 0.03 -2.39 -0.20
C -0.79 -3.03 -1.01
Br -2.52 -2.27 -1.15
C -0.50 -4.17 -1.72
H 2.00 -6.09 -2.14
H 2.64 -4.48 -0.49
H 1.89 -2.42 0.67
H -1.20 -4.64 -2.39
N 0.41 5.33 -2.04
C 0.01 4.77 -3.19
O 0.05 5.34 -4.26
C -0.56 3.38 -3.09
C -1.40 2.95 -4.12
C -1.94 1.68 -4.04
C -1.65 0.90 -2.93
N -0.83 1.28 -1.94
C -0.27 2.49 -2.06
H 0.78 6.26 -2.09
H 0.38 4.88 -1.14
H -1.59 3.61 -4.95
H -2.59 1.30 -4.82
H -2.10 -0.08 -2.84
H 0.44 2.77 -1.29
O -0.79 3.71 2.45
N -0.36 3.30 1.41
O 0.34 3.95 0.65
O -0.67 2.11 1.05
```

Properties
**Total energy**: -5538.91961 a.u.
**Relative energy (zero: lowest compared OMol25 entry of this formula, charge and spin)**: 77.2 kJ/mol
**HOMO level**: -0.37079 hartree
**Net charge**: +1
**HOMO-LUMO gap**: 0.288 Eh
**LUMO energy**: -2.26 eV

No. 6
The following is a DFT calculation (the ωB97M-V functional and the def2-TZVPD basis) of a molecular structure, C24H36CaF3N2O23 in a non-equilibrium geometry.

The geometry in XYZ format:
```
89
C24H36CaF3N2O23 (the ωB97M-V functional and the def2-TZVPD basis)
Ca 0.76 -0.72 -0.73
C -0.02 -4.37 -0.01
O 0.99 -5.26 -0.39
O 0.56 -3.25 -0.57
C -1.54 -4.84 -0.25
F -2.47 -4.61 0.71
F -2.03 -4.34 -1.41
F -1.59 -6.14 -0.40
C 1.26 -6.46 0.40
C 2.08 -7.33 -0.61
H 2.98 -7.66 -0.08
H 1.41 -8.14 -0.92
H 2.59 -7.00 -1.52
H 0.36 -6.98 0.73
H 1.87 -6.26 1.28
H 0.10 -4.20 1.06
N 0.45 -1.66 -4.08
O -0.24 -1.17 -4.92
O 0.59 -1.17 -2.95
O 0.96 -2.78 -4.28
N 3.79 -1.84 -1.84
O 3.35 -2.64 -2.71
O 2.94 -1.24 -1.18
O 4.98 -1.56 -1.76
C -3.48 4.95 -0.58
C -3.05 3.74 0.34
C -3.71 2.44 0.10
O -2.72 1.55 0.07
C -1.51 2.21 -0.02
O -0.39 1.63 0.04
O -1.73 3.51 0.19
H -3.04 5.90 -0.26
H -4.57 5.00 -0.60
H -3.24 4.65 -1.60
H -3.42 4.11 1.29
H -4.45 2.38 -0.70
H -4.25 2.24 1.03
C -5.80 -1.20 -0.73
C -4.78 -1.85 -1.60
C -4.35 -1.11 -2.83
O -3.08 -0.69 -2.58
C -2.71 -1.03 -1.29
O -1.65 -0.97 -0.74
O -3.66 -1.79 -0.85
H -5.72 -1.59 0.29
H -6.73 -1.42 -1.25
H -5.71 -0.11 -0.63
H -4.98 -2.92 -1.69
H -5.06 -0.29 -2.94
H -4.27 -1.91 -3.57
C 3.19 4.87 1.44
C 3.79 3.48 1.87
C 3.18 2.99 3.16
O 2.66 1.74 2.92
C 2.65 1.48 1.58
O 2.07 0.51 0.99
O 3.26 2.59 0.95
H 3.39 5.62 2.21
H 2.10 4.83 1.46
H 3.49 5.26 0.47
H 4.88 3.49 1.78
H 2.40 3.64 3.55
H 3.94 2.73 3.90
C 1.21 5.82 -2.10
C 1.26 4.43 -2.90
C 2.57 4.06 -3.43
O 2.44 2.63 -3.46
C 1.61 2.32 -2.38
O 1.39 1.15 -2.00
O 1.05 3.35 -1.99
H 1.52 6.71 -2.64
H 1.94 5.64 -1.30
H 0.26 5.90 -1.57
H 0.47 4.48 -3.64
H 3.28 4.19 -2.61
H 2.84 4.58 -4.36
C 1.83 -3.08 4.81
C 0.56 -2.29 4.49
C 0.59 -0.78 4.92
O 0.06 -0.22 3.76
C 0.10 -1.05 2.68
O -0.20 -0.87 1.47
O 0.63 -2.13 3.16
H 1.74 -4.10 4.44
H 1.90 -3.01 5.90
H 2.73 -2.66 4.35
H -0.30 -2.87 4.84
H 1.62 -0.47 5.11
H -0.17 -0.78 5.71
```

Properties
**Total energy**: -3753.11135 a.u.
**HOMO level**: -0.12045 hartree
**Net charge**: -1
**HOMO-LUMO gap**: 0.177 Eh
**LUMO energy**: 1.54 eV